No. 1
A structure of composition C15H23N6O3PdS3. Source: the OMol25 dataset; level of theory: ωB97M-V with the def2-TZVPD basis set.

As for the net charge: +3. The value obtained for the energy above the lowest of the compared OMol25 structures with the same formula, charge and spin is 10.31 kJ/mol. The value obtained for the total energy is -2461.110056 a.u. The calculation puts the LUMO energy (alpha / beta) at -11.58 / -11.58 eV.

CARTESIAN COORDINATES (ANGSTROEM)
Pd  -0.3591  0.1867  0.4303
N  0.2984  2.7438  1.6391
N  -0.2308  2.5798  2.9186
C  -1.1856  1.6976  3.1992
N  -1.6987  1.7051  4.4212
S  -1.8653  0.5440  2.1017
H  1.2937  2.5469  1.6715
H  0.1584  3.7035  1.3397
H  0.1097  3.1764  3.6635
H  -1.5026  2.4374  5.0890
H  -2.3691  1.0024  4.6919
O  3.0789  -1.0104  -2.3882
C  2.3791  -0.9298  -3.4947
C  3.0176  -1.2308  -4.6984
C  2.3118  -1.1459  -5.8689
C  0.9399  -0.7607  -5.9054
C  0.2906  -0.4686  -4.7583
C  0.9813  -0.5404  -3.4976
C  0.3613  -0.2530  -2.2848
O  0.9019  -0.2900  -1.1361
N  -1.0213  0.1173  -2.3782
N  -1.5501  0.3975  -1.2810
C  -2.9323  0.7557  -1.4356
S  -3.8872  -0.1035  -2.5098
C  -5.2721  1.0819  -2.4309
C  -5.2788  1.7166  -1.0544
S  -3.5480  2.0328  -0.5575
H  2.5390  -0.7693  -1.6118
H  4.0584  -1.5214  -4.6736
H  2.8115  -1.3787  -6.8010
H  0.4304  -0.7066  -6.8565
H  -0.7479  -0.1764  -4.7725
H  -6.1925  0.5325  -2.6259
H  -5.1069  1.8046  -3.2309
H  -5.7024  1.0672  -0.2870
H  -5.8056  2.6700  -1.0512
C  2.6772  -2.4537  3.9914
N  2.3386  -1.2449  3.2232
C  3.2223  -0.0797  3.3358
C  1.2981  -1.1968  2.4271
C  0.4276  -2.4010  2.2610
O  1.0635  -0.0919  1.8138
H  3.3126  -2.1625  4.8216
H  3.2159  -3.1684  3.3695
H  1.7829  -2.9186  4.3962
H  4.1318  -0.3824  3.8435
H  2.7397  0.7098  3.9118
H  3.4754  0.2963  2.3472
H  1.0248  -3.2965  2.0947
H  -0.2513  -2.2624  1.4236
H  -0.1649  -2.5616  3.1640

Forces on atoms 1 to 6 (eV/Å):
Pd -0.057 0.110 0.032
N 0.039 -0.031 -0.073
N -0.085 -0.038 0.023
C 0.051 0.025 -0.005
N -0.041 -0.001 0.024
S 0.016 0.032 -0.022

natural (NBO) population analysis, charges in e, atoms 1 to 4:
1 Pd 0.863
2 N -0.652
3 N -0.404
4 C 0.357

=====

No. 2
The molecule C15H23NO3S. Source: the OMol25 dataset; level of theory: ωB97M-V with the def2-TZVPD basis set.

The value obtained for the energy above the lowest of the compared OMol25 structures with the same formula, charge and spin is 19.34 kJ/mol. The value obtained for the total energy is -1264.030973 a.u. The calculation puts the LUMO energy at 0.67 eV. As for the SMILES: COc1ccc(C)cc1S(=O)(=O)N[C@H]1CCCC[C@H]1C.

CARTESIAN COORDINATES (ANGSTROEM)
C  -1.0228  -0.1576  -3.3373
O  -0.9881  -0.2893  -1.9344
C  -0.2607  -1.2948  -1.3965
C  0.5379  -2.1885  -2.1058
C  1.2546  -3.1654  -1.4339
C  1.2064  -3.2897  -0.0522
C  1.9677  -4.3631  0.6628
C  0.4047  -2.3963  0.6502
C  -0.3087  -1.4219  -0.0093
S  -1.3499  -0.3072  0.9229
O  -1.0780  -0.5140  2.3203
O  -2.7046  -0.4447  0.4720
N  -0.8205  1.1970  0.4467
C  0.0969  1.8974  1.3275
C  1.4570  1.1969  1.2650
C  2.0569  1.2992  -0.1333
C  2.1989  2.7613  -0.5446
C  0.8424  3.4570  -0.4885
C  0.2480  3.3700  0.9179
C  -1.0651  4.1433  1.0201
H  -0.0322  0.0737  -3.7434
H  -1.6971  0.6734  -3.5360
H  -1.4128  -1.0603  -3.8168
H  0.6099  -2.1322  -3.1804
H  1.8669  -3.8467  -2.0070
H  2.8246  -4.6879  0.0779
H  2.3112  -4.0089  1.6314
H  1.3243  -5.2267  0.8313
H  0.3187  -2.4404  1.7251
H  -1.6097  1.7450  0.1451
H  -0.2762  1.8412  2.3623
H  1.3252  0.1527  1.5484
H  2.1254  1.6659  1.9904
H  1.3990  0.7889  -0.8369
H  3.0298  0.8037  -0.1552
H  2.6085  2.8272  -1.5549
H  2.8949  3.2647  0.1312
H  0.1618  2.9748  -1.1921
H  0.9480  4.5055  -0.7766
H  0.9580  3.8170  1.6234
H  -1.5194  3.9963  1.9975
H  -0.8829  5.2070  0.8819
H  -1.7737  3.8254  0.2579

Forces on atoms 1 to 6 (eV/Å):
C 0.020 0.025 -0.208
O 0.078 -0.231 -0.007
C 0.060 -0.054 -0.187
C -0.203 0.252 -0.130
C -0.048 0.034 0.217
C -0.030 0.088 -0.074

natural (NBO) population analysis, charges in e, atoms 1 to 4:
1 C -0.252
2 O -0.500
3 C 0.398
4 C -0.321

=====

No. 3
The molecule C15H24BF5O10S. Source: the OMol25 dataset; level of theory: ωB97M-V with the def2-TZVPD basis set.

The value obtained for the total energy is -2260.086572 a.u. The calculation puts the LUMO energy at -1.00 eV. As for the SMILES: CCOCCOCCOC[C@@]1(C[C@@H]2CO2)OS(=O)(=O)O[C@@]1(B(O)OC)C(F)(F)C(F)(F)F.

CARTESIAN COORDINATES (ANGSTROEM)
C  -4.0685  -2.7654  3.4381
C  -3.6489  -2.9476  1.8545
O  -2.9106  -4.1904  1.5647
C  -1.4633  -4.0419  1.8009
C  -0.6577  -3.4522  0.4690
O  0.5611  -4.2132  0.1377
C  1.6041  -3.3115  -0.4509
C  1.1300  -2.7936  -1.9319
O  1.3596  -1.3654  -2.1998
C  0.5541  -0.4928  -1.3359
C  0.5121  1.1002  -1.8454
C  1.9787  1.4291  -2.4942
C  3.2146  1.1199  -1.2429
C  4.4831  2.2927  -1.2023
O  4.6290  0.7503  -1.7705
O  -0.3033  0.9203  -3.0949
S  -1.6831  1.9255  -3.0945
O  -3.0618  1.1842  -2.9554
O  -1.7737  2.8204  -4.3843
O  -1.2249  2.8120  -1.7104
C  -0.1866  2.2013  -0.8116
B  0.6889  3.5878  -0.4563
O  0.3234  4.8808  -1.1336
O  1.8480  3.6327  0.4551
C  1.4858  4.2261  1.7705
C  -1.1341  1.6692  0.4120
F  -2.0310  2.8365  0.7604
F  -2.1015  0.5820  0.0047
C  -0.3757  1.2673  1.7964
F  -0.9832  -0.0386  2.2534
F  1.0773  1.0343  1.7116
F  -0.7434  2.2556  2.8675
H  -4.9637  -3.5004  3.7068
H  -4.5095  -1.6670  3.5760
H  -3.1626  -2.8490  4.1754
H  -4.6792  -3.0319  1.2572
H  -3.1034  -1.9725  1.4858
H  -1.2773  -3.3515  2.7494
H  -1.0363  -5.1192  2.0828
H  -0.4131  -2.3089  0.6809
H  -1.4004  -3.5648  -0.4563
H  1.9103  -2.4692  0.3009
H  2.5714  -3.9999  -0.5747
H  1.8003  -3.3882  -2.7198
H  0.0136  -3.0762  -2.2089
H  -0.5670  -0.8807  -1.4253
H  0.9010  -0.6130  -0.2275
H  2.2824  0.7426  -3.4081
H  2.1446  2.5308  -2.8458
H  2.8120  0.6544  -0.1473
H  5.6050  2.1276  -0.9960
H  4.2484  2.3674  -0.0316
H  -0.4305  5.3248  -0.6450
H  2.1296  5.1957  1.9663
H  0.3188  4.4543  1.8504
H  1.7065  3.4785  2.6723

Forces on atoms 1 to 6 (eV/Å):
C -0.583 0.583 -0.297
C -1.459 0.494 0.251
O 1.225 2.001 0.646
C 0.852 -0.574 0.495
C -1.244 0.236 -0.048
O 0.247 2.539 0.110

natural (NBO) population analysis, charges in e, atoms 1 to 4:
1 C -0.662
2 C -0.084
3 O -0.553
4 C -0.096

=====

No. 4
A structure of composition C15H24CrN4O5. Source: the OMol25 dataset; level of theory: ωB97M-V with the def2-TZVPD basis set.

As for the net charge: +1. The spin multiplicity is 4. The value obtained for the energy above the lowest of the compared OMol25 structures with the same formula, charge and spin is 179.85 kJ/mol. As for the expectation value of S²: 3.8134. The value obtained for the total energy is -2225.248171 a.u. The calculation puts the LUMO energy (alpha / beta) at -3.61 / -3.72 eV.

CARTESIAN COORDINATES (ANGSTROEM)
O  0.5339  3.6470  0.2785
H  0.2105  4.4847  0.7694
Cr  -0.6585  0.1631  -0.0974
N  -1.4510  -0.4341  -1.8209
N  1.0532  -0.6623  -1.1338
O  -2.5639  0.1552  -2.1705
O  2.3853  -1.0933  -0.8069
C  -0.7392  -1.2662  -2.5906
C  0.6192  -1.4631  -2.1094
C  -1.2766  -1.7322  -3.8993
C  1.6073  -2.4415  -2.5939
H  -2.1705  -1.1023  -4.1137
H  -1.5504  -2.8028  -3.8504
H  -0.5145  -1.6065  -4.6831
H  1.8200  -3.2132  -1.8409
H  2.5750  -1.9888  -2.8497
H  1.2194  -2.9503  -3.4698
H  -1.9628  1.5161  -1.6723
H  2.7807  -0.3579  -0.3211
O  -1.3615  -1.6784  1.0363
H  -2.2111  -1.9485  0.6290
H  -0.7980  -2.4757  1.0183
C  1.9996  3.1666  -0.8355
H  2.8351  3.3191  -0.1598
H  1.5385  3.9060  -1.4707
H  1.8288  2.0635  -1.1414
O  -1.0668  1.9333  -1.2025
H  -0.3543  3.2123  0.0703
H  -0.3821  2.2788  -1.8906
C  -3.7991  2.0728  1.7973
C  -3.2543  2.6004  2.9912
C  -1.9152  2.3729  3.3026
C  -1.1117  1.6631  2.3930
N  -1.6440  1.2331  1.2303
C  -2.9487  1.3940  0.9239
C  0.2436  1.1675  2.6175
C  0.8258  1.2979  3.8903
C  1.9285  0.5216  4.2288
C  2.4118  -0.3757  3.2732
C  1.8198  -0.4028  2.0185
N  0.8059  0.3943  1.6385
H  -4.8543  2.1971  1.5345
H  -3.8805  3.1724  3.6830
H  -1.4443  2.6908  4.2243
H  -3.3132  0.9441  -0.0157
H  0.4049  1.9826  4.6282
H  2.4100  0.5717  5.2051
H  3.2332  -1.0589  3.4445
H  2.1159  -1.1233  1.2768

Forces on atoms 1 to 6 (eV/Å):
O -4.877 1.655 3.254
H 0.764 -1.239 -0.713
Cr 2.775 -0.334 -0.069
N 0.953 -1.070 0.344
N -0.497 -1.413 -1.182
O 0.243 -0.263 -0.215

natural (NBO) population analysis, charges in e, atoms 1 to 4:
1 O -0.918
2 H 0.474
3 Cr 0.998
4 N -0.054

=====

No. 5
A structure of composition C15H24LiO11S. Source: the OMol25 dataset; level of theory: ωB97M-V with the def2-TZVPD basis set.

As for the net charge: -1. The value obtained for the energy above the lowest of the compared OMol25 structures with the same formula, charge and spin is 233.45 kJ/mol. The value obtained for the total energy is -1819.192835 a.u. The calculation puts the LUMO energy at 1.95 eV.

CARTESIAN COORDINATES (ANGSTROEM)
Li  0.3606  -0.2287  0.8130
S  1.3126  -1.4067  -1.8990
O  1.9556  -2.5037  -1.3080
O  0.0866  -1.8217  -2.5200
O  0.9476  -0.4047  -0.8310
O  2.1776  -0.8097  -2.8920
C  -2.3284  0.9763  0.3640
O  -1.0234  1.3183  0.6890
H  -2.5324  -0.1187  0.0310
H  -2.7824  1.5023  -0.2660
H  -2.8404  1.0213  1.3770
H  -1.2824  2.4193  0.7510
C  0.6626  1.5513  3.4060
O  1.2586  0.7753  2.3930
H  -0.0204  2.2423  3.1120
H  1.3646  2.2153  3.7940
H  0.1476  1.1093  4.2930
H  2.1696  0.7083  2.4590
C  3.4346  -1.9287  2.3100
O  2.3996  -1.6147  1.4330
H  3.4466  -2.9507  2.4400
H  3.5136  -1.3117  3.1560
H  4.2936  -1.7867  1.7140
H  2.6456  -2.1107  0.6270
C  -3.7804  -3.2057  2.8000
C  -2.4844  -2.6697  3.0880
C  -1.5884  -2.3957  2.1180
C  -1.7974  -2.6907  0.6680
C  -3.0594  -3.2517  0.3050
C  -4.0594  -3.5017  1.4020
O  -5.3754  -3.8737  1.1310
O  -0.2384  -1.9707  2.2590
H  -4.5014  -3.3437  3.5500
H  -2.3474  -2.3627  4.1720
H  -0.9344  -2.8407  0.0170
H  -3.1594  -3.6267  -0.5160
H  -5.4964  -4.4487  0.3420
H  0.3766  -2.7867  2.1480
C  0.7126  2.2393  -3.0400
C  0.2546  2.9733  -4.2340
C  1.0156  4.1123  -4.7070
C  2.1006  4.5083  -3.8790
C  2.4716  3.8163  -2.7780
C  1.7826  2.7133  -2.3480
O  2.3046  1.8223  -1.3960
O  0.7636  4.5873  -5.9860
H  0.0656  1.4233  -2.4920
H  -0.6404  2.7013  -4.5190
H  2.8656  5.3553  -4.1730
H  3.5186  4.2963  -2.2410
H  2.0106  0.9133  -1.1790
H  -0.1464  4.6623  -5.9560

Forces on atoms 1 to 6 (eV/Å):
Li 0.455 -0.066 0.329
S -1.154 1.954 -2.992
O 2.621 -4.115 3.541
O -2.610 -0.632 -0.569
O 0.206 1.075 0.805
O 0.906 1.400 -0.312

natural (NBO) population analysis, charges in e, atoms 1 to 4:
1 Li 0.898
2 S 2.644
3 O -1.118
4 O -1.105

=====

It is found that the F_max values, taken in the order of the records, are 0.0025, 0.0212, 0.1313, 0.1185, 0.2585 hartree/bohr.